Here is a cluster of 14 separate species, C65H107BF10N11O9S2 in total from the OMol25 dataset. Energies are from wB97M-V/def2-TZVPD.

As for the charge: -2. The value obtained for the HOMO-LUMO gap (spin up / spin down) is 3.92 / 3.34 eV. The strongest force on any atom comes out at 6.2 eV Å⁻¹. The value obtained for the total energy is -153472.3586 eV. As for the expectation value of S²: 3.766. The spin multiplicity is 4. For the HOMO energy (spin up / spin down), the calculation gives -2.23 / -2.23 eV.

Last column: Löwdin charge in e.
Geometry (Å):
1 C 1.00 -1.44 -2.45  -0.077
2 C 0.71 -0.10 -1.73  -0.227
3 C 1.31 0.11 -0.37  -0.110
4 N 1.08 1.56 0.14  -0.233
5 C 1.84 2.66 -0.70  0.087
6 C 1.49 1.58 1.60  -0.083
7 C 0.65 2.72 2.22  -0.147
8 C -0.52 3.05 1.31  -0.148
9 C -0.41 2.00 0.18  -0.081
10 H 0.90 -1.28 -3.52  0.069
11 H 0.18 -2.16 -2.37  0.065
12 H 1.97 -1.89 -2.21  0.083
13 H -0.36 0.03 -1.61  0.100
14 H 0.96 0.66 -2.47  0.105
15 H 2.38 -0.09 -0.27  0.149
16 H 0.82 -0.49 0.40  0.125
17 H 2.92 2.49 -0.70  0.123
18 H 1.60 3.60 -0.20  0.106
19 H 1.48 2.61 -1.72  0.092
20 H 2.57 1.67 1.72  0.153
21 H 1.20 0.65 2.09  0.124
22 H 1.24 3.64 2.28  0.122
23 H 0.33 2.49 3.24  0.116
24 H -0.53 4.06 0.91  0.113
25 H -1.38 2.97 1.98  0.114
26 H -0.85 2.28 -0.79  0.130
27 H -0.86 1.03 0.40  0.121
28 C 9.37 -0.36 -0.81  -0.646
29 F 10.13 -0.43 0.26  0.130
30 F 10.26 -0.33 -1.81  0.090
31 F 8.60 -1.48 -0.90  0.067
32 S 8.19 1.23 -0.82  0.461
33 O 7.33 1.05 0.32  -0.352
34 O 9.07 2.38 -0.66  -0.333
35 O 7.41 1.21 -2.09  -0.418
36 C 7.49 4.12 5.74  -0.570
37 F 6.33 3.74 5.11  0.079
38 F 7.51 5.48 5.84  0.075
39 F 7.57 3.62 7.01  0.051
40 S 9.09 3.52 4.86  0.493
41 O 8.95 3.98 3.44  -0.360
42 O 10.23 4.18 5.51  -0.383
43 O 9.03 2.04 4.87  -0.383
44 B 5.96 6.75 0.68  -1.607
45 F 5.05 5.94 1.13  0.208
46 F 6.91 6.94 1.64  0.134
47 F 6.65 6.24 -0.35  0.146
48 F 5.48 7.96 0.28  0.119
49 C -3.98 6.81 8.75  -0.050
50 C -5.07 6.38 7.75  -0.471
51 C -6.36 7.04 8.35  -0.154
52 C -7.63 6.85 7.51  -0.182
53 C -7.36 7.34 6.09  -0.159
54 C -6.04 6.86 5.46  -0.485
55 N -4.95 7.00 6.41  -0.037
56 O -3.62 6.97 5.76  -0.024
57 C -6.24 5.41 4.94  -0.019
58 C -5.91 7.85 4.26  -0.046
59 C -5.20 4.84 7.86  -0.027
60 H -4.23 6.59 9.79  0.082
61 H -3.89 7.90 8.81  0.086
62 H -3.04 6.30 8.56  0.086
63 H -6.57 6.62 9.34  0.117
64 H -6.15 8.09 8.55  0.119
65 H -8.33 7.52 8.01  0.108
66 H -8.01 5.83 7.58  0.104
67 H -7.32 8.43 6.21  0.119
68 H -8.24 7.12 5.49  0.122
69 H -7.05 4.77 5.27  0.078
70 H -6.36 5.53 3.86  0.073
71 H -5.32 4.84 5.08  0.079
72 H -6.85 8.13 3.79  0.084
73 H -5.30 8.71 4.56  0.086
74 H -5.32 7.48 3.42  0.075
75 H -4.40 4.28 7.37  0.087
76 H -6.14 4.44 7.47  0.064
77 H -5.16 4.54 8.91  0.085
78 C 5.12 -7.15 -6.18  -0.032
79 C 4.27 -8.37 -5.82  -0.481
80 C 4.58 -9.56 -6.75  -0.137
81 C 5.96 -10.22 -6.41  -0.166
82 C 6.01 -10.73 -4.94  -0.134
83 C 5.45 -9.65 -3.91  -0.450
84 N 4.32 -8.79 -4.39  -0.041
85 O 3.92 -7.78 -3.44  -0.035
86 C 4.93 -10.50 -2.66  -0.038
87 C 6.70 -8.83 -3.48  -0.031
88 C 2.79 -7.97 -6.18  -0.045
89 H 4.74 -6.29 -5.62  0.085
90 H 5.13 -6.79 -7.21  0.093
91 H 6.15 -7.24 -5.81  0.070
92 H 3.78 -10.26 -6.98  0.117
93 H 4.87 -9.14 -7.71  0.108
94 H 6.71 -9.43 -6.42  0.095
95 H 6.23 -10.99 -7.13  0.106
96 H 7.06 -10.95 -4.76  0.111
97 H 5.42 -11.64 -4.86  0.104
98 H 5.56 -11.37 -2.47  0.077
99 H 4.72 -9.88 -1.80  0.077
100 H 3.98 -10.94 -2.97  0.074
101 H 6.42 -7.98 -2.87  0.084
102 H 7.26 -9.53 -2.86  0.084
103 H 7.27 -8.49 -4.35  0.070
104 H 2.63 -7.90 -7.26  0.080
105 H 2.51 -6.95 -5.91  0.071
106 H 2.08 -8.62 -5.67  0.082
107 C -7.29 -4.25 -8.51  -0.037
108 C -5.87 -4.86 -8.37  -0.490
109 C -4.88 -3.67 -8.05  -0.131
110 C -3.51 -4.08 -7.48  -0.186
111 C -3.69 -5.04 -6.27  -0.126
112 C -4.59 -6.30 -6.60  -0.440
113 N -5.87 -5.88 -7.31  -0.034
114 O -6.91 -6.92 -7.37  -0.059
115 C -3.79 -7.28 -7.48  -0.031
116 C -4.80 -7.02 -5.20  -0.040
117 C -5.47 -5.36 -9.78  -0.042
118 H -7.30 -3.25 -8.95  0.084
119 H -7.66 -4.23 -7.49  0.085
120 H -7.89 -4.92 -9.13  0.078
121 H -4.75 -3.12 -8.98  0.114
122 H -5.30 -2.98 -7.31  0.114
123 H -2.96 -3.23 -7.09  0.106
124 H -2.86 -4.42 -8.29  0.099
125 H -4.17 -4.38 -5.55  0.112
126 H -2.73 -5.34 -5.86  0.120
127 H -3.13 -7.77 -6.75  0.077
128 H -4.54 -8.02 -7.75  0.087
129 H -3.20 -6.86 -8.29  0.075
130 H -3.87 -7.36 -4.74  0.079
131 H -5.28 -6.32 -4.51  0.075
132 H -5.50 -7.85 -5.16  0.073
133 H -4.43 -5.67 -9.93  0.070
134 H -5.67 -4.63 -10.56  0.086
135 H -6.07 -6.25 -9.98  0.083
136 N 4.01 2.58 -5.76  0.014
137 C 3.54 3.86 -6.00  -0.116
138 C 2.41 3.77 -6.84  -0.130
139 C 2.28 2.42 -7.25  -0.126
140 C 3.28 1.71 -6.52  -0.149
141 H 4.73 2.26 -5.12  0.157
142 H 4.04 4.66 -5.48  0.106
143 H 1.83 4.60 -7.23  0.078
144 H 1.60 2.01 -7.97  0.074
145 H 3.47 0.64 -6.49  0.093
146 N -0.98 -7.32 2.57  0.005
147 C -0.67 -7.09 1.27  -0.135
148 C -1.85 -7.04 0.50  -0.091
149 C -2.82 -7.46 1.40  -0.161
150 C -2.26 -7.73 2.60  -0.173
151 H -0.36 -7.44 3.36  0.155
152 H 0.36 -6.96 0.96  0.106
153 H -1.91 -6.78 -0.55  0.091
154 H -3.87 -7.51 1.18  0.094
155 H -2.74 -8.12 3.49  0.110
156 N -2.45 -2.90 3.70  0.006
157 C -3.64 -2.22 3.58  -0.125
158 C -3.60 -1.12 4.49  -0.112
159 C -2.35 -1.17 5.12  -0.129
160 C -1.71 -2.27 4.64  -0.170
161 H -2.14 -3.76 3.28  0.146
162 H -4.44 -2.60 2.96  0.095
163 H -4.44 -0.48 4.68  0.084
164 H -2.02 -0.45 5.86  0.095
165 H -0.72 -2.65 4.85  0.110
166 N -5.87 2.65 -2.34  -0.008
167 C -5.69 1.75 -3.36  -0.130
168 C -5.10 0.58 -2.84  -0.104
169 C -5.10 0.82 -1.50  -0.165
170 C -5.49 2.10 -1.16  -0.128
171 H -6.23 3.59 -2.40  0.150
172 H -6.05 1.94 -4.36  0.100
173 H -4.86 -0.31 -3.40  0.092
174 H -4.75 0.07 -0.79  0.088
175 H -5.56 2.65 -0.23  0.106
176 N 0.40 7.86 -1.63  0.030
177 C 0.77 7.03 -2.70  -0.090
178 C -0.42 6.58 -3.22  -0.177
179 C -1.44 6.94 -2.46  -0.192
180 C -1.01 7.71 -1.43  -0.110
181 H 1.01 8.37 -1.00  0.144
182 H 1.80 6.89 -3.00  0.113
183 H -0.46 6.01 -4.14  0.096
184 H -2.47 6.70 -2.68  0.093
185 H -1.48 8.29 -0.66  0.096
186 N 1.25 8.43 7.34  0.014
187 C 2.61 8.14 6.95  -0.098
188 C 3.42 9.09 7.46  -0.133
189 C 2.64 9.97 8.18  -0.144
190 C 1.34 9.54 8.15  -0.169
191 H 0.37 8.02 7.08  0.132
192 H 2.87 7.37 6.24  0.108
193 H 4.47 9.25 7.24  0.109
194 H 2.98 10.84 8.72  0.087
195 H 0.43 9.81 8.67  0.095
196 N 2.47 0.86 11.70  -0.002
197 C 3.50 1.70 11.64  -0.209
198 C 3.64 2.20 10.45  -0.114
199 C 2.65 1.58 9.65  -0.100
200 C 1.87 0.81 10.47  -0.143
201 H 2.03 0.43 12.50  0.147
202 H 4.03 2.05 12.51  0.116
203 H 4.34 2.92 10.06  0.113
204 H 2.56 1.70 8.58  0.094
205 H 1.04 0.17 10.20  0.097